16
Properties=species:S:1:pos:R:3:forces:R:3 method="wB97M-V/def2-TZVPD" homo_energy_ev=-7.2 relative_energy_kcal_mol=111.57 max_force_ha_per_bohr=0.0527 e_tot_ha=-301.05035
N -0.815574 -1.335382 -0.974917 -0.3067 -0.0562 -0.5500
C -0.335637 -0.543167 -0.088973 1.9644 -1.7121 0.7460
N -0.965861 -0.259042 1.119916 0.6587 1.0368 -0.5382
H -0.549357 2.360616 0.308361 -0.0344 -0.1845 -0.2222
H 0.109480 0.779493 -1.975896 -0.3553 0.0229 0.2946
H -1.582145 -1.901158 -0.616258 0.0984 0.1190 -0.0635
H 2.085615 -1.535987 -0.301072 -0.3876 0.0647 -0.0002
H 1.130446 0.745256 -0.682257 -0.8313 2.0200 0.1986
N 0.159283 1.006540 -0.981100 -0.4000 -1.6546 0.1815
H 1.399293 -1.598321 1.358177 -0.0350 0.0502 -0.2102
H 2.237127 -0.137821 0.780281 -0.0979 0.0695 0.1065
N -0.633229 2.178535 -0.691392 1.4138 0.1646 0.1213
H -0.332753 -0.053174 1.881147 -0.6643 -0.3869 0.1348
C 1.580548 -0.965789 0.484827 -1.5936 0.6638 -0.5444
H -1.878468 -0.676087 1.240661 0.2827 0.1763 0.3136
H -1.608769 1.935488 -0.861506 0.2880 -0.3936 0.0318



25
Properties=species:S:1:pos:R:3:forces:R:3 method="wB97M-V/def2-TZVPD" homo_energy_ev=-9.2 relative_energy_kcal_mol=18.97 max_force_ha_per_bohr=0.0184 smiles=CCN(C)CC.O.O e_tot_ha=-405.91221
H 0.455021 0.622498 2.651920 -0.0995 0.0761 -0.1615
H -1.545807 1.791027 -0.686524 -0.3452 -0.1476 0.0796
H 1.491792 1.427102 0.544392 0.3229 -0.1625 -0.1723
H 0.183084 -1.615897 -0.989280 0.1238 -0.0523 0.1149
H -1.681469 -1.457770 -2.699630 0.0569 -0.1416 -0.0976
H 2.031589 0.618352 -0.980643 -0.0919 0.2240 0.1862
C -0.206769 -0.679547 -1.377165 -0.1703 -0.2718 -0.0839
O -1.534170 -1.754634 1.397866 0.1636 0.3810 0.2078
C -0.503543 1.632702 -0.932495 -0.2652 0.7013 0.0930
C 1.427086 0.514409 -0.058633 -0.1274 -0.2205 0.0687
O 0.601984 1.315171 3.300833 0.1416 0.0185 0.2051
H -2.296729 -0.065135 -1.894156 0.3797 0.2567 0.0590
C 1.951266 -0.679600 0.742186 -0.5381 0.7778 -0.0644
H 0.355831 -0.472323 -2.299691 0.0946 0.2136 -0.0088
H 0.023385 2.484116 -0.500810 0.1182 -0.0946 0.0389
H -1.223820 -1.427097 2.253790 -0.1684 -0.2517 -0.1153
H -0.010159 2.022498 3.083768 -0.0896 -0.0316 -0.0862
H -2.204347 -1.575121 -1.052930 0.2580 -0.0039 0.2296
C -1.655593 -0.936148 -1.745152 -0.7982 -0.1995 -0.3838
N -0.000828 0.380246 -0.395726 0.2032 -0.1019 -0.1597
H 2.964371 -0.473207 1.096082 -0.0700 -0.3265 -0.2205
H -1.340117 -1.008688 0.807200 0.0909 -0.0469 0.0623
H -0.437689 1.727072 -2.022917 0.2827 -0.1657 -0.0752
H 1.849867 -1.581416 0.151735 0.5010 -0.2435 0.0429
H 1.305765 -0.808610 1.605979 0.0269 -0.1869 0.2410



16
Properties=species:S:1:pos:R:3:forces:R:3 method="wB97M-V/def2-TZVPD" homo_energy_ev=-8.9 relative_energy_kcal_mol=1.34 max_force_ha_per_bohr=0.0160 e_tot_ha=-1535.11017
C -0.777455 -0.847484 -0.432888 0.4946 0.4299 0.1009
C 0.066105 1.543142 0.711433 0.0678 0.1546 0.1171
H 0.395027 2.466085 1.164779 0.0551 0.0576 0.0466
H -2.012468 2.073518 0.751719 -0.0277 0.0964 0.1681
I 2.901984 -1.576250 1.972741 0.2813 -0.0586 0.5741
C 0.586831 -0.536612 -0.404222 0.3418 -0.0341 -0.0573
H -2.754691 -0.130905 -0.084915 -0.1723 -0.0449 0.0422
I 2.801138 3.310905 -0.879375 0.0759 0.1747 -0.0839
C -1.287958 1.315865 0.503208 0.0827 -0.0919 0.0638
O -0.584957 -3.114321 -1.154145 -0.2260 -0.2167 -0.0497
I 3.062806 0.911331 0.622380 -0.5569 0.0974 0.1170
H -2.358840 -2.283973 -0.695754 -0.1071 -0.0938 -0.0994
C -1.703788 0.097563 0.003799 0.2483 -0.1498 -0.1170
I 1.941344 -1.649510 -1.551148 -0.0436 0.1852 -0.1456
C -1.264647 -2.185785 -0.817081 -0.4273 -0.0580 0.0062
C 0.989562 0.606424 0.289474 -0.0863 -0.4481 -0.6831



103
Properties=species:S:1:pos:R:3:forces:R:3 method="wB97M-V/def2-TZVPD" homo_energy_ev=-9.1 relative_energy_kcal_mol=34.96 max_force_ha_per_bohr=0.0569 smiles="CCOS(C)(=O)=O.CCOS(C)(=O)=O.CCOS(C)(=O)=O.O=S1(=O)OCCO1.O=S1(=O)OCCO1.c1ccccc1.c1ccccc1.c1ccccc1" e_tot_ha=-4481.08552
C -4.500958 0.426079 -3.077665 1.6248 1.0983 -0.7351
H 0.490252 3.591456 4.715996 0.3820 -0.0650 0.1597
C 2.405278 -0.849626 -4.545291 1.4576 -0.0081 0.0355
H 0.030871 -0.583911 4.185639 0.0844 -0.1169 0.1891
C 3.013046 -1.264667 -3.360289 -1.0067 -0.0306 0.9244
H 2.067492 -4.410589 -1.247042 -0.2441 -0.3361 0.1950
H -3.282344 -2.050977 4.184524 -0.0061 0.4729 0.0989
H -2.888398 5.276319 1.314671 0.1063 -0.0768 -0.1245
H -1.334516 -0.724357 6.202930 -0.1930 0.2074 0.4747
C 4.129522 -0.643061 -2.827098 -0.4597 -0.0419 -0.9508
C -5.341981 2.271221 1.333360 0.9638 0.1267 -1.0825
H -0.452278 1.372753 -5.749601 0.4234 0.4310 -0.4364
O -2.760909 -5.708143 -0.487363 1.0696 -0.3032 0.4130
O -4.317090 -0.984132 0.406145 -0.8966 -0.6813 0.5582
O -4.669351 2.397022 -4.894568 0.5733 0.4494 0.7955
H -1.998741 2.571260 -0.921378 -0.0600 -0.3849 -0.0460
S -3.906732 2.070043 -3.714195 -0.8712 -2.7284 -0.6021
H -2.978346 3.688796 3.324411 0.1358 0.3247 -0.1194
C 4.244287 0.706647 -4.841732 0.7883 -0.6834 0.5173
H 4.817090 -0.759468 1.087855 -0.6740 -0.0192 0.2509
H 1.861960 -2.929689 -0.342559 -0.1456 0.0496 0.0391
C -1.972672 1.127469 0.723959 -1.7410 -0.8956 1.5520
H -3.581856 -0.123308 -2.871340 -0.0613 0.1054 0.4760
H 1.529428 -1.351795 -4.928062 -0.1468 0.1321 0.0289
C 1.323902 -3.690577 -0.904558 0.1418 0.2284 -0.2594
C -3.594690 3.592129 2.439746 -0.1089 -0.8188 -0.0182
H 4.866321 1.392594 -5.400507 -0.4610 0.2081 -0.2673
H -0.557037 -3.467186 0.051847 -0.2707 -0.3661 0.0076
H -0.818024 2.899911 0.337931 -0.2174 -0.0954 0.0219
H -1.444995 3.520583 -3.887269 -0.4122 -0.4705 0.5388
C 9.237605 0.977994 -0.005432 -0.7744 2.0585 -0.2296
O 0.869481 -0.792774 -0.575577 -0.4549 0.2061 0.1759
C -0.490000 2.608638 6.366036 1.1489 -0.8784 -0.7192
H -4.192663 4.790249 -0.612053 -0.4616 -0.1017 -0.1607
H 9.328637 0.032956 -0.522881 0.0569 -0.0481 0.0853
H -0.507971 3.481932 7.000941 -0.3909 0.0113 0.0269
C 0.436195 1.487142 4.452597 0.5764 0.3723 -1.3130
H 4.905070 0.180479 2.629401 0.0875 -0.2969 0.0236
H 0.952250 1.657627 3.513013 0.0887 -0.6981 -0.0266
C -0.230360 2.057704 -4.922617 -0.9775 -1.2363 -0.3778
C -2.711454 -2.969973 2.290625 -0.0910 1.3305 0.7296
C -0.976798 1.370238 6.761962 -0.8905 0.3124 0.8447
C 3.074315 0.135782 -5.289698 -1.0302 -0.0654 -0.3864
O -1.150459 -0.045998 0.749720 1.8976 -0.7464 0.0779
C -1.568555 2.685180 -4.582417 0.5850 0.5938 -0.9998
H 4.161991 0.920100 1.239394 0.0827 -0.0286 -0.2945
H -4.606803 1.802197 3.197063 0.5243 0.3097 0.3773
H 0.895842 -3.211349 -1.785014 0.1151 0.0501 -0.0185
C -1.240847 -7.753390 -0.887791 -1.0572 -1.1846 0.2637
O -4.687564 -1.773671 2.770486 -1.9380 0.3305 -1.1963
C -0.894682 0.236074 5.965413 0.9945 -0.4449 -0.2738
C 0.190932 -4.252491 -0.081505 0.9978 -0.5690 0.4136
S 7.805007 1.898482 -0.663698 -1.2663 -1.1332 0.5125
S -1.487416 -6.254356 -0.065329 -0.9844 1.5029 -0.2738
H 5.652996 0.758958 -3.215283 0.0794 0.0360 -0.2707
H -4.983553 -0.141859 -3.866096 -0.5358 0.3928 0.0694
C -1.335576 2.092566 -0.201124 0.7068 2.0237 0.1536
O 7.747473 1.785794 -2.096863 0.4951 0.6452 0.9157
O 6.612722 0.905576 -0.220787 -0.3646 0.0993 -0.5120
O 1.201457 0.927037 1.132918 -1.0194 -0.0400 -0.5407
O 7.599873 3.126006 0.072120 0.7996 -0.7696 -0.8656
H -1.694896 -8.494548 -0.221883 0.6646 -0.0436 0.3750
O -3.812470 2.946239 -2.586846 0.1487 0.5386 -0.1678
C -3.338337 -1.787106 3.133105 1.1769 -1.3030 -0.6105
H -5.783808 2.862391 -0.714475 -0.0897 -0.0300 0.0467
H 10.041617 1.695538 -0.171737 0.3390 -0.4277 -0.2138
C -5.220538 3.048778 0.188580 0.0787 0.8757 0.5634
H -5.047630 0.673500 -2.175804 -0.2734 -0.3291 -0.0586
H 0.081293 1.319379 -4.180880 0.2716 0.6650 0.5390
C -0.079235 0.268122 4.846304 -0.6348 0.2066 -0.4786
H -1.485591 1.299628 7.718141 -0.0975 -0.0141 -0.0776
C -4.464302 2.517818 2.392345 -1.5008 -0.8690 0.4574
S -4.842945 -2.094844 1.165006 2.2298 0.3189 0.8961
H -0.190512 -7.923302 -1.083880 -0.0976 -0.1941 -0.2255
H -2.035792 3.103432 -5.481423 0.2222 0.0910 0.0257
C 4.940903 0.223596 1.542760 0.8038 -0.0721 -1.0409
C -3.522102 4.398099 1.314478 -0.3591 0.4098 0.7333
O -1.262362 -6.408220 1.353681 0.4093 0.3159 -0.7586
H 2.561610 -1.974196 -2.674202 -0.3633 -0.1883 -0.5020
H 0.520376 -4.688745 0.867708 0.0486 0.7387 0.1759
H 7.058663 -0.140211 1.454872 -0.1369 -0.1241 0.0381
H -2.834815 -0.863532 2.850088 -0.1178 0.1660 0.3513
H 2.631303 0.485485 -6.216214 0.0493 -0.0965 -0.0553
C 0.225796 2.635573 5.154023 -1.1241 1.1021 1.1237
H -1.737448 -2.647256 1.926466 -0.1249 0.0051 -0.4354
H -1.968224 -7.835683 -1.693874 0.7081 0.5284 -0.6586
H 4.404035 -0.885252 -1.810114 0.4616 0.0345 -0.1120
O -0.290662 -5.416554 -0.782982 -1.3086 -0.5979 0.2788
H 6.603769 1.506102 1.792641 0.1875 0.2904 -0.4899
C 6.363440 0.649960 1.152923 0.2933 0.2995 1.7836
O -2.426584 1.611904 -4.166922 -0.7061 0.4375 0.9789
H -5.972349 1.393935 1.276305 -0.0560 -0.0032 0.4378
H -2.541203 -3.863427 2.885449 -0.5305 -0.2908 -0.2332
O -0.355914 1.349771 -0.887669 2.1220 -0.9082 -0.2042
C -4.367789 4.155115 0.248612 0.7110 -0.1248 -0.9409
O -6.120772 -2.644833 0.852660 1.1752 0.1998 0.5973
H -2.987730 0.843090 0.444465 0.3036 -0.3322 -0.4786
H 0.524956 2.795954 -5.168640 0.1005 -0.1146 0.0069
C 4.770154 0.280311 -3.628437 0.6405 0.7789 1.0554
O -3.640849 -3.180253 1.235161 -0.9057 -0.5168 -0.7992
S 0.347315 0.303440 0.160858 -2.0018 0.7626 -0.6164
H -2.114536 1.427538 1.763521 0.5057 0.5616 -0.1498
H 9.078487 0.967616 1.069808 0.0026 -0.4922 -0.0020